No. 1
This record from OMol25 describes a cluster of 16 separate species, C69H122NO32 in total. The level of theory is ωB97M-V/def2-TZVPD.

Calculated values
- frontier orbital gap (Eh) = 0.10650
- strongest force on any atom (Eh/bohr) = 0.1183

```
! wB97M-V def2-TZVPD RIJCOSX def2/J DEFGRID3
* xyz -1 1
C -27.1738 -2.9027 -12.8974
C -26.2095 -3.2857 -11.7343
C -27.1041 -3.1130 -10.4390
C -28.0767 -4.2816 -10.2148
C -27.2432 -5.5847 -10.1903
C -26.3707 -5.8676 -11.4400
N -25.5667 -4.6417 -11.7677
O -24.7434 -4.7882 -12.9833
C -27.3347 -6.3470 -12.5494
C -25.4832 -7.1141 -11.1384
C -25.1405 -2.1604 -11.5686
H -26.9906 -1.8798 -13.2264
H -28.2430 -2.8224 -12.7012
H -27.0949 -3.5569 -13.7656
H -27.6224 -2.1541 -10.4484
H -26.4706 -3.0949 -9.5522
H -28.8080 -4.2158 -11.0204
H -28.6232 -4.0698 -9.2957
H -27.8780 -6.4680 -10.1210
H -26.6269 -5.5725 -9.2913
H -27.6486 -7.3722 -12.3532
H -26.7716 -6.2744 -13.4798
H -28.2540 -5.7862 -12.7180
H -24.6640 -7.2376 -11.8468
H -26.0285 -8.0561 -11.1968
H -25.0276 -7.0222 -10.1525
H -25.5766 -1.2772 -11.1019
H -24.6029 -2.0192 -12.5062
H -24.4426 -2.4811 -10.7952
C -35.1172 -4.5810 -9.9461
C -34.8668 -6.0786 -10.1484
C -35.2681 -6.7237 -8.8258
O -34.9794 -5.7959 -7.8075
C -34.9624 -4.4916 -8.4259
H -36.1599 -4.3814 -10.1932
H -34.4810 -3.9174 -10.5317
H -33.8271 -6.3476 -10.3347
H -35.4032 -6.4336 -11.0285
H -34.8384 -7.7123 -8.6642
H -36.3493 -6.8364 -8.7458
H -34.0025 -3.9938 -8.2887
H -35.7466 -3.8715 -7.9918
C -24.7876 -15.6245 -11.9720
C -25.2485 -14.7606 -10.7945
C -24.7010 -15.6558 -9.6388
O -23.4677 -16.1028 -10.2034
C -23.7393 -16.5814 -11.5574
H -24.5117 -15.1382 -12.9077
H -25.6714 -16.2258 -12.1848
H -26.3305 -14.6800 -10.8981
H -24.7314 -13.8012 -10.8099
H -25.3027 -16.5056 -9.3164
H -24.5905 -15.0708 -8.7258
H -24.0157 -17.6355 -11.5798
H -22.8138 -16.4328 -12.1137
C -22.3457 0.1886 -17.7048
C -20.9148 0.5116 -18.0045
C -20.0925 -0.3806 -17.0569
O -21.0710 -1.2319 -16.4194
C -22.2315 -1.2326 -17.1765
H -23.0807 0.2504 -18.5073
H -22.6709 0.7800 -16.8488
H -20.7978 1.5819 -17.8346
H -20.6708 0.3450 -19.0537
H -19.5232 0.2405 -16.3652
H -19.4758 -1.0736 -17.6292
H -23.1062 -1.5613 -16.6154
H -22.0130 -1.9700 -17.9489
C -31.3618 2.4624 -3.6916
C -31.1690 1.9300 -5.1392
C -30.1459 0.8165 -4.9951
O -29.3362 1.1480 -3.8345
C -29.9834 2.1885 -3.0951
H -32.0802 1.8179 -3.1851
H -31.6354 3.5154 -3.6253
H -30.7488 2.7477 -5.7247
H -32.0470 1.5012 -5.6222
H -29.4501 0.7413 -5.8308
H -30.6693 -0.1153 -4.7808
H -29.4000 3.0945 -3.2592
H -30.0562 1.9598 -2.0318
C -32.1785 -6.0122 -16.9297
C -31.9555 -6.1407 -18.4204
C -33.3988 -6.2785 -18.9281
O -34.1191 -6.8324 -17.8277
C -33.5484 -6.5886 -16.5686
H -32.1008 -4.9418 -16.7391
H -31.5059 -6.5758 -16.2833
H -31.4096 -7.0252 -18.7487
H -31.4375 -5.2620 -18.8045
H -33.4455 -6.9492 -19.7861
H -33.8364 -5.3206 -19.2092
H -33.4309 -7.5626 -16.0937
H -34.1418 -5.9607 -15.9040
C -30.0042 -12.1541 -17.6721
C -29.2214 -11.2722 -16.6944
C -27.9356 -12.0356 -16.5069
O -27.6881 -12.5874 -17.8144
C -28.9393 -12.7640 -18.4945
H -30.6019 -11.4622 -18.2655
H -30.5842 -12.8811 -17.1037
H -29.6613 -10.9773 -15.7417
H -28.8984 -10.3540 -17.1850
H -28.0562 -12.8778 -15.8255
H -27.1054 -11.4340 -16.1368
H -29.1966 -13.8230 -18.5143
H -28.8838 -12.3038 -19.4810
C -32.2463 0.6760 -11.7076
C -33.4812 1.3596 -11.2227
C -33.8754 2.2005 -12.4054
O -32.6621 2.5156 -13.0320
C -31.6154 1.7991 -12.4853
H -32.4477 -0.1268 -12.4169
H -31.6715 0.3528 -10.8397
H -33.3117 1.9544 -10.3251
H -34.2870 0.6952 -10.9108
H -34.3874 3.0813 -12.0177
H -34.4647 1.5666 -13.0680
H -31.1097 2.4918 -11.8126
H -30.8897 1.5206 -13.2494
C -25.5925 3.9453 -7.1929
C -24.6481 3.8336 -5.9430
C -23.5167 2.9097 -6.1688
O -22.4581 3.7120 -5.6716
C -22.8107 4.9368 -5.3427
O -22.0440 5.8760 -5.0026
O -24.0952 5.0402 -5.5964
H -25.9979 2.9662 -7.4480
H -25.0642 4.3255 -8.0672
H -26.4823 4.5703 -7.1171
H -25.2680 3.4406 -5.1371
H -23.4277 2.6136 -7.2140
H -23.5874 2.0184 -5.5454
C -18.9966 -13.6970 -9.9354
C -20.1141 -12.6948 -9.9098
C -20.6089 -12.3466 -8.5618
O -20.4698 -10.9543 -8.4621
C -20.0397 -10.4655 -9.6939
O -20.0116 -9.2894 -10.0442
O -19.7507 -11.4907 -10.4830
H -18.7657 -13.9585 -10.9681
H -19.3231 -14.5668 -9.3654
H -18.0625 -13.3026 -9.5354
H -20.9837 -13.0762 -10.4448
H -20.1110 -12.8701 -7.7456
H -21.6552 -12.6466 -8.5030
C -31.0430 -8.8325 -5.3111
C -30.4628 -10.1760 -5.8465
C -30.6036 -10.4384 -7.3943
O -29.3609 -10.9712 -7.7359
C -28.4442 -10.7334 -6.7619
O -27.2546 -11.0738 -6.8168
O -29.0410 -10.1603 -5.7438
H -30.7568 -8.6952 -4.2684
H -32.1293 -8.8461 -5.2216
H -30.7616 -7.9217 -5.8395
H -30.7928 -11.0264 -5.2499
H -30.7833 -9.5185 -7.9507
H -31.3860 -11.1640 -7.6164
C -28.3092 5.7502 -16.9681
C -27.0856 4.9561 -16.5331
C -25.7974 5.7613 -16.4059
O -25.1578 5.3167 -15.2343
C -26.0481 4.6236 -14.5033
O -25.8147 4.2153 -13.3949
O -27.2162 4.5905 -15.1722
H -28.2555 6.7669 -16.5787
H -29.2028 5.3029 -16.5328
H -28.3311 5.8211 -18.0556
H -26.9207 4.0711 -17.1477
H -25.8849 6.8476 -16.3835
H -25.2424 5.4905 -17.3041
C -18.8514 5.1728 -9.3604
C -19.9830 4.6713 -10.2408
C -19.8879 5.0698 -11.6914
O -19.9812 3.8430 -12.3967
C -20.0084 2.8131 -11.5220
O -20.0509 1.6029 -11.7895
O -19.9332 3.2823 -10.3189
H -19.0772 5.1291 -8.2950
H -18.4384 6.1287 -9.6824
H -18.0440 4.4482 -9.4662
H -20.9150 5.1231 -9.9014
H -18.9213 5.5281 -11.9005
H -20.6669 5.7798 -11.9693
C -26.0291 -5.4048 -18.9156
C -24.8338 -6.2892 -18.6348
C -25.0478 -7.8126 -18.4071
O -24.1679 -8.4266 -19.3581
C -23.5581 -7.5038 -20.0910
O -22.7409 -7.7264 -20.9887
O -23.9443 -6.2500 -19.7733
H -25.5939 -4.4414 -19.1812
H -26.8339 -5.4041 -18.1805
H -26.5277 -5.7703 -19.8133
H -24.3575 -5.8672 -17.7498
H -26.0558 -8.0413 -18.7529
H -24.8705 -8.0488 -17.3579
C -25.6048 -4.7017 -4.2351
C -24.1109 -4.6348 -4.4867
C -23.5145 -6.0385 -4.6059
O -22.8452 -6.0765 -5.8310
C -23.0696 -4.9541 -6.4651
O -22.6781 -4.6892 -7.6154
O -23.8142 -4.1318 -5.7429
H -26.1469 -5.1293 -5.0785
H -26.0522 -3.7130 -4.1329
H -25.8601 -5.2342 -3.3190
H -23.5276 -4.2246 -3.6624
H -24.2662 -6.8272 -4.5722
H -22.7484 -6.2176 -3.8516
C -21.3781 -13.3917 -17.6206
C -20.5352 -12.7246 -16.4711
C -19.2244 -12.1178 -17.0082
O -19.3921 -10.7239 -16.6374
C -20.4139 -10.5309 -15.8440
O -20.6297 -9.4619 -15.2830
O -21.1788 -11.6021 -15.9411
H -21.1616 -12.8450 -18.5384
H -22.4441 -13.3442 -17.3981
H -21.1506 -14.4301 -17.8616
H -20.3275 -13.4026 -15.6433
H -19.1933 -12.1788 -18.0960
H -18.3527 -12.6062 -16.5726
*
```

***

No. 2
This record from OMol25 describes a cluster of 13 separate species, C69H157N7O13 in total. The level of theory is ωB97M-V/def2-TZVPD.

Calculated values
- frontier orbital gap (Eh) = 0.30730
- strongest force on any atom (Eh/bohr) = 0.0484
- ΔE to the lowest compared entry with this formula, charge and spin (kcal/mol) = 22.40

```
! wB97M-V def2-TZVPD RIJCOSX def2/J DEFGRID3
* xyz 0 1
C 0.4733 -2.4890 -8.6335
C 0.4050 -2.9623 -7.1672
C -1.0678 -2.9629 -6.6163
C -1.2072 -3.6967 -5.2564
C -0.7002 -5.1132 -5.5091
C 0.7664 -5.1671 -5.9538
N 0.8684 -4.3284 -7.1463
O 2.1826 -4.4075 -7.7315
C 1.6781 -4.8052 -4.7182
C 1.1741 -6.6405 -6.3611
C 1.2269 -1.9150 -6.3840
H -0.0631 -1.5367 -8.6711
H 0.1087 -3.2525 -9.3371
H 1.4870 -2.2929 -8.9556
H -1.3691 -1.9322 -6.4544
H -1.6634 -3.4940 -7.3636
H -2.2619 -3.7527 -4.9668
H -0.6316 -3.1623 -4.4927
H -1.2928 -5.6224 -6.2748
H -0.6816 -5.5866 -4.5503
H 1.1894 -4.0782 -4.0722
H 1.9108 -5.6932 -4.1520
H 2.6166 -4.3256 -5.0297
H 0.7032 -6.9025 -7.2882
H 2.2558 -6.6963 -6.5146
H 0.9048 -7.3355 -5.5809
H 2.2480 -1.9068 -6.7962
H 1.2621 -2.0944 -5.3195
H 0.8778 -0.9000 -6.5685
H 2.7129 -3.8630 -7.1346
C 0.4441 0.8839 7.0977
C 0.3559 1.8071 5.8185
C -1.1011 1.7885 5.3431
C -2.0043 2.6404 6.2717
C -1.4343 4.0229 6.3388
C -0.0332 4.0566 6.9099
N 0.8060 3.2112 5.9733
O 2.0932 3.0959 6.7166
C 0.4948 5.5045 6.7604
C -0.0477 3.6919 8.4581
C 1.2094 1.2027 4.7151
H 1.3515 1.0561 7.6777
H 0.3649 -0.1818 6.8192
H -0.3983 1.0629 7.7756
H -1.1395 2.1922 4.3286
H -1.4409 0.7732 5.4865
H -2.2285 2.2548 7.2597
H -3.0156 2.7271 5.8711
H -2.0952 4.5798 7.0261
H -1.3834 4.4486 5.3321
H 1.5543 5.6019 6.9963
H 0.3527 5.8580 5.7350
H 0.0114 6.1598 7.4820
H -0.5092 4.5206 8.9765
H -0.7208 2.8714 8.7185
H 0.9290 3.4121 8.8505
H 0.9978 1.6970 3.7687
H 1.0857 0.1341 4.6390
H 2.2557 1.3322 4.9854
H 2.6985 3.1671 5.9782
C 7.9667 2.0710 -4.2089
C 6.6902 2.0307 -5.0762
C 6.0220 0.6335 -4.9546
C 5.3324 0.4688 -3.6353
C 4.2443 1.5433 -3.4838
C 4.8357 2.9502 -3.5208
N 5.6385 2.9952 -4.7146
O 6.1696 4.3161 -4.8930
C 3.7004 4.0102 -3.5489
C 5.6471 3.2788 -2.1742
C 7.0885 2.2052 -6.5257
H 7.8456 1.8193 -3.1644
H 8.3937 3.0523 -4.1916
H 8.6364 1.3245 -4.6251
H 5.3142 0.4602 -5.7687
H 6.8012 -0.1317 -5.0339
H 6.0333 0.5628 -2.8150
H 4.9161 -0.5639 -3.6354
H 3.7963 1.4123 -2.4757
H 3.4171 1.4640 -4.2231
H 3.1098 3.9500 -2.6355
H 4.2150 4.9571 -3.7287
H 3.0203 3.8290 -4.3814
H 5.0395 3.1211 -1.2802
H 6.4980 2.5991 -2.0384
H 5.9758 4.3253 -2.1474
H 7.8666 1.4677 -6.7079
H 7.3946 3.2386 -6.7226
H 6.2300 2.0939 -7.1910
H 6.6281 4.4445 -4.0401
C -4.0540 0.8405 -0.1894
C -2.5200 1.0386 -0.0374
C -2.1142 0.2821 1.2362
C -0.5869 0.1796 1.3651
C -0.0235 -0.4476 0.0978
C -0.4597 0.1500 -1.2460
N -1.9223 0.3709 -1.2133
O -2.3496 1.1580 -2.3999
C 0.4010 1.4065 -1.4748
C -0.2320 -0.8027 -2.4438
C -2.2354 2.5633 0.1485
H -4.3097 1.2275 -1.1852
H -4.5628 1.3722 0.6140
H -4.4022 -0.1899 -0.2240
H -2.5670 0.8339 2.0645
H -2.4837 -0.7399 1.1014
H -0.3461 -0.4660 2.2059
H -0.1427 1.1455 1.6037
H -0.3049 -1.5137 0.1592
H 1.0713 -0.3203 0.1358
H 0.5513 1.9739 -0.5500
H 1.4082 1.1793 -1.8282
H -0.0336 2.0254 -2.2434
H -0.7953 -1.7289 -2.3641
H -0.4664 -0.2641 -3.3626
H 0.8385 -1.0984 -2.4825
H -1.1733 2.8069 0.2470
H -2.7692 2.8651 1.0528
H -2.6278 3.1767 -0.6655
H -1.7882 1.9697 -2.3002
C 0.1329 -5.1636 2.0882
C 0.5675 -4.1821 3.1475
C -0.7370 -3.4567 3.6315
C -0.5682 -2.6279 4.9224
C 0.0672 -3.5307 6.0052
C 1.3396 -4.2511 5.5092
N 1.0699 -5.0391 4.2568
O 2.3722 -5.5057 3.7373
C 2.4697 -3.2347 5.4879
C 1.7680 -5.3109 6.5024
C 1.5476 -3.1517 2.5387
H -0.4333 -5.9620 2.5855
H 0.9921 -5.6095 1.5851
H -0.5813 -4.7411 1.3672
H -1.0773 -2.7896 2.8234
H -1.4961 -4.2270 3.7657
H -1.4910 -2.2160 5.3076
H 0.1165 -1.7826 4.7360
H -0.5926 -4.3504 6.3237
H 0.3397 -2.8990 6.8557
H 3.1394 -3.4460 4.6648
H 2.1418 -2.2084 5.3102
H 2.9656 -3.2686 6.4642
H 1.0383 -6.1105 6.6243
H 2.7739 -5.5688 6.1955
H 1.8924 -4.9171 7.5213
H 1.0889 -2.8818 1.5972
H 2.5211 -3.6255 2.3994
H 1.8363 -2.2821 3.1050
H 2.1635 -6.4547 3.6762
C 5.4458 0.6433 0.5673
C 4.5015 0.9583 1.7110
C 3.9265 -0.3494 2.2463
C 4.9132 -1.1646 3.0479
C 5.4629 -0.3212 4.2268
C 6.0074 1.0342 3.7819
N 5.0518 1.6921 2.8675
O 5.6403 2.9304 2.3939
C 6.1830 1.9655 4.9945
C 7.4593 0.7401 3.1730
C 3.3675 1.8799 1.2020
H 4.8496 0.2533 -0.2522
H 6.2537 -0.0329 0.8551
H 5.9614 1.5375 0.2181
H 3.0320 -0.1154 2.8161
H 3.6416 -0.9687 1.3862
H 5.7320 -1.5119 2.3977
H 4.3686 -2.0059 3.4663
H 6.2835 -0.8735 4.6876
H 4.6507 -0.1022 4.9356
H 5.1619 2.1151 5.3537
H 6.8699 1.5711 5.7388
H 6.3539 2.9869 4.7014
H 8.1807 0.6555 3.9912
H 7.3621 -0.2188 2.6779
H 7.9112 1.4936 2.5270
H 3.0380 1.3496 0.2869
H 3.6545 2.9170 1.0069
H 2.5341 1.9647 1.9078
H 6.4247 2.6682 1.8678
C -8.6983 0.7098 -3.4483
C -8.8693 0.4333 -1.9737
C -10.3308 0.0866 -1.6823
C -10.5086 -0.4101 -0.2464
C -9.5796 -1.6219 -0.0226
C -8.1018 -1.3085 -0.2553
N -8.0368 -0.7082 -1.5791
O -6.6747 -0.4229 -1.9328
C -7.5606 -0.4625 0.9082
C -7.3575 -2.6437 -0.2734
C -8.5028 1.7509 -1.2666
H -7.7635 1.1865 -3.7444
H -9.4827 1.4207 -3.7133
H -8.8103 -0.2416 -3.9848
H -10.9703 0.9682 -1.7879
H -10.5740 -0.6984 -2.3997
H -11.5387 -0.7688 -0.1052
H -10.4267 0.4554 0.4202
H -9.8829 -2.3579 -0.7534
H -9.7108 -1.9053 1.0146
H -8.1187 0.4456 1.1232
H -7.5125 -1.0523 1.8097
H -6.5302 -0.1345 0.6907
H -7.4862 -3.1182 0.7045
H -7.7003 -3.2719 -1.1062
H -6.2890 -2.4923 -0.4270
H -8.9825 2.5016 -1.8918
H -7.4400 1.9923 -1.1664
H -8.8969 1.8279 -0.2578
H -6.4390 0.1911 -1.2086
C -3.7383 -0.6546 -4.5690
O -3.5298 -1.1592 -3.2658
H -2.7992 -0.2380 -4.9468
H -3.9945 -1.5150 -5.2016
H -4.5451 0.0868 -4.5649
H -3.0758 -0.5511 -2.6611
C -0.4342 2.1650 -6.4602
O -1.2528 1.6997 -5.4225
H 0.6360 1.9240 -6.3124
H -0.7465 1.7954 -7.4502
H -0.5097 3.2614 -6.4918
H -1.4592 2.4153 -4.8201
C -2.7678 -3.4367 -0.9503
O -4.0720 -3.3724 -1.4584
H -2.7646 -4.0033 -0.0257
H -2.0189 -3.9403 -1.5897
H -2.2986 -2.4652 -0.8207
H -3.9644 -2.8765 -2.2911
C 0.0412 4.7260 2.4030
O 1.4717 4.9099 2.3951
H -0.4534 5.4110 3.0895
H -0.3174 4.9317 1.3907
H -0.2807 3.7180 2.6376
H 1.6808 4.7792 3.3268
C 0.2013 4.6567 -3.4876
O -1.1110 4.0778 -3.2634
H 0.5955 5.0865 -2.5634
H 0.7754 3.8537 -3.9149
H 0.2307 5.4344 -4.2512
H -1.6596 4.6546 -2.7379
C -5.7515 0.8110 4.0782
O -6.8511 0.0896 4.5991
H -5.6069 1.7795 4.5575
H -4.7756 0.3270 4.1453
H -5.9012 0.8392 3.0025
H -6.7999 -0.0492 5.5449
*
```